w | C3H12N2O2 | ωB97M-V/def2-TZVPD

Calculated values
HOMO   -0.32368 hartree
HOMO-LUMO gap   9.373 eV

Bonds (Å) are listed after each position.
Atoms and positions in Å:
1 H -3.19191 1.16514 -1.69893  N2 1.000
2 N -2.79467 0.91116 -0.81753  H1 1.000, C3 1.272
3 C -1.57170 0.58159 -0.93025  N2 1.272, N4 1.357, H7 1.088
4 N -0.78816 0.18920 0.10528  C3 1.357, C5 1.454, H8 1.004
5 C 0.64861 0.12076 -0.10421  N4 1.454, C6 1.524, H9 1.090, H10 1.084
6 C 1.27857 1.50757 -0.07233  C5 1.524, H11 1.078, H12 1.093, H13 1.094
7 H -1.04714 0.66896 -1.87982  C3 1.088
8 H -1.13144 0.12433 1.04625  N4 1.004
9 H 0.85175 -0.35932 -1.06116  C5 1.090
10 H 1.14938 -0.50996 0.62132  C5 1.084
11 H 0.98937 2.04039 0.81869  C6 1.078
12 H 0.90921 2.11001 -0.90656  C6 1.093
13 H 2.36818 1.54991 -0.15613  C6 1.094
14 O 0.03656 -2.82059 -1.66908  H15 0.970, H16 0.970
15 H -0.26072 -2.26659 -0.93073  O14 0.970
16 H -0.79062 -2.74999 -2.17058  O14 0.970
17 O 0.88291 -0.72797 3.04063  H18 0.953, H19 0.956
18 H 1.42823 -1.50773 3.09236  O17 0.953
19 H 1.03357 -0.02687 3.67278  O17 0.956

Here are the natural (NBO) charges for atoms 1 to 5, given in e: H 0.338; N -0.728; C 0.274; N -0.629; C -0.235


x | C3H12N2O2 | ωB97M-V/def2-TZVPD

Calculated values
HOMO   -0.35241 hartree
HOMO-LUMO gap   10.455 eV

Bonds (Å) are listed after each position.
Atoms and positions in Å:
1 H 2.38018 1.06211 1.62891  N2 1.017
2 N 1.63166 0.45655 1.30117  H1 1.017, C3 1.278
3 C 0.95815 1.14157 0.45852  N2 1.278, N4 1.367, H7 1.091
4 N -0.03112 0.64736 -0.34552  C3 1.367, C5 1.492, H8 1.012
5 C -1.39265 1.22098 -0.13623  N4 1.492, C6 1.518, H9 1.087, H10 1.088
6 C -2.32229 0.77144 -1.24856  C5 1.518, H11 1.076, H12 1.090, H13 1.092
7 H 1.09433 2.22046 0.36938  C3 1.091
8 H -0.08320 -0.36208 -0.39387  N4 1.012
9 H -1.76639 0.81133 0.79919  C5 1.087
10 H -1.27434 2.30244 -0.10276  C5 1.088
11 H -2.38068 -0.30266 -1.25914  C6 1.076
12 H -3.31832 1.19195 -1.11057  C6 1.090
13 H -1.96380 1.06040 -2.23894  C6 1.092
14 O 2.55648 -1.37704 -0.94070  H15 0.969, H16 0.962
15 H 2.58730 -0.99349 -0.05120  O14 0.969
16 H 3.38193 -1.11407 -1.35795  O14 0.962
17 O -0.38708 -3.08607 1.55172  H18 0.964, H19 0.965
18 H 0.47646 -3.47776 1.72599  O17 0.964
19 H -0.14664 -2.17344 1.35056  O17 0.965

Here are the natural (NBO) charges for atoms 1 to 5, given in e: H 0.342; N -0.743; C 0.310; N -0.619; C -0.209


Winner for stability: x


w | C3H12N2O2 | ωB97M-V/def2-TZVPD

Calculated values
HOMO   -0.33088 hartree
HOMO-LUMO gap   9.393 eV

Bonds (Å) are listed after each position.
Atoms and positions in Å:
1 C -1.99460 -0.63781 1.05477  C2 1.539, H6 1.087, H7 1.090, H8 1.096
2 C -0.83915 0.00047 0.26269  C1 1.539, N3 1.443, H9 1.103, H10 1.092
3 N 0.38160 -0.53793 0.81359  C2 1.443, C4 1.266
4 C 1.40333 -0.83805 0.12868  N3 1.266, N5 1.408, H11 1.087
5 N 1.78575 -0.08609 -0.99879  C4 1.408, H12 1.027, H13 1.017
6 H -1.72334 -1.68300 1.18341  C1 1.087
7 H -2.19576 -0.19397 2.02980  C1 1.090
8 H -3.00324 -0.61354 0.62551  C1 1.096
9 H -1.04987 -0.25826 -0.78892  C2 1.103
10 H -0.93310 1.08838 0.24774  C2 1.092
11 H 2.12176 -1.57181 0.48585  C4 1.087
12 H 1.02278 -0.10993 -1.68579  N5 1.027
13 H 2.57897 -0.48316 -1.49527  N5 1.017
14 O 0.01895 0.78441 -3.34210  H15 0.963, H16 0.948
15 H -0.42139 0.04989 -3.78338  O14 0.963
16 H 0.23448 1.45725 -3.97382  O14 0.948
17 O 0.85836 1.62602 3.18356  H18 0.973, H19 0.956
18 H 0.46642 1.12399 2.44863  O17 0.973
19 H 1.28805 0.88315 3.60384  O17 0.956

Here are the natural (NBO) charges for atoms 1 to 5, given in e: C -0.608; C -0.265; N -0.531; C 0.309; N -0.831


x | C3H12N2O2 | ωB97M-V/def2-TZVPD

Calculated values
HOMO   -0.34207 hartree
HOMO-LUMO gap   10.151 eV

Bonds (Å) are listed after each position.
Atoms and positions in Å:
1 C 0.05602 -2.99633 -1.67646  C2 1.530, H6 1.092, H7 1.092, H8 1.096
2 C -0.66648 -2.54169 -0.40661  C1 1.530, N3 1.539, H9 1.088, H10 1.093
3 N -1.28843 -1.14487 -0.58279  C2 1.539, C4 1.268
4 C -0.39385 -0.27123 -0.79624  N3 1.268, N5 1.404, H11 1.102
5 N -0.55829 1.12214 -0.75275  C4 1.404, H12 1.017, H13 1.015
6 H 1.14010 -3.10907 -1.61685  C1 1.092
7 H -0.15454 -2.28312 -2.47578  C1 1.092
8 H -0.31408 -3.94861 -2.07381  C1 1.096
9 H -0.07268 -2.43248 0.49886  C2 1.088
10 H -1.48422 -3.14796 -0.00960  C2 1.093
11 H 0.61439 -0.53080 -1.15766  C4 1.102
12 H -1.49379 1.41013 -1.02881  N5 1.017
13 H -0.25957 1.45122 0.15958  N5 1.015
14 O 3.39652 3.53443 1.77835  H15 0.966, H16 0.953
15 H 3.18885 3.59985 0.83758  O14 0.966
16 H 4.32395 3.75312 1.79042  O14 0.953
17 O -1.66326 2.52942 2.38578  H18 0.954, H19 0.950
18 H -2.34666 1.97341 2.01992  O17 0.954
19 H -2.02399 3.03243 3.10689  O17 0.950

Here are the natural (NBO) charges for atoms 1 to 5, given in e: C -0.651; C -0.257; N -0.442; C 0.264; N -0.876


Winner for stability: w


w | C3H12N2O2 | ωB97M-V/def2-TZVPD

Calculated values
HOMO   -0.31473 hartree
HOMO-LUMO gap   9.361 eV

Bonds (Å) are listed after each position.
Atoms and positions in Å:
1 C 1.13455 -1.89823 -0.58478  C2 1.507, H6 1.083, H7 1.088, H8 1.088
2 C 0.05364 -0.87546 -0.82048  C1 1.507, N3 1.476, H9 1.093, H10 1.091
3 N -0.47828 -0.30959 0.43430  C2 1.476, C4 1.262
4 C -0.94859 0.86101 0.43298  N3 1.262, N5 1.372, H11 1.087
5 N -0.70882 1.92909 -0.39490  C4 1.372, H12 1.006, H13 1.006
6 H 0.78174 -2.71999 0.02533  C1 1.083
7 H 2.01489 -1.50506 -0.08058  C1 1.088
8 H 1.50814 -2.25654 -1.54228  C1 1.088
9 H -0.76269 -1.34603 -1.37450  C2 1.093
10 H 0.41053 -0.03216 -1.41447  C2 1.091
11 H -1.69597 1.16423 1.16172  C4 1.087
12 H 0.03707 1.94837 -1.07020  N5 1.006
13 H -0.84829 2.85240 -0.02057  N5 1.006
14 O 3.70654 0.35298 0.82390  H15 0.963, H16 0.963
15 H 3.78258 -0.28743 1.53875  O14 0.963
16 H 4.60128 0.39960 0.47105  O14 0.963
17 O -4.41985 0.90979 0.74154  H18 0.967, H19 0.967
18 H -4.28673 0.40733 1.55678  O17 0.967
19 H -3.88174 0.40566 0.11640  O17 0.967

Here are the natural (NBO) charges for atoms 1 to 5, given in e: C -0.612; C -0.233; N -0.513; C 0.287; N -0.837


x | C3H12N2O2 | ωB97M-V/def2-TZVPD

Calculated values
HOMO   -0.35360 hartree
HOMO-LUMO gap   10.511 eV

Bonds (Å) are listed after each position.
Atoms and positions in Å:
1 N 1.14488 -1.07044 0.89687  C2 1.340, H5 1.005, H6 1.028
2 C 1.42803 0.23843 0.93037  N1 1.340, O3 1.225, O4 1.353
3 O 0.65223 1.10753 1.31033  C2 1.225
4 O 2.68403 0.52247 0.51492  C2 1.353, H7 0.966
5 H 1.76420 -1.67503 0.38627  N1 1.005
6 H 0.15201 -1.31559 1.00211  N1 1.028
7 H 2.85330 1.46440 0.64800  O4 0.966
8 C -1.97687 0.05732 0.20987  N9 1.465, H10 1.136, H11 1.090, H12 1.097
9 N -1.66247 -1.08660 1.06966  C8 1.465, H13 1.018, H14 1.016
10 H -1.15313 0.81005 0.42325  C8 1.136
11 H -2.09897 -0.30225 -0.81167  C8 1.090
12 H -2.92393 0.54352 0.47383  C8 1.097
13 H -2.39841 -1.78774 1.01853  N9 1.018
14 H -1.61699 -0.77205 2.03511  N9 1.016
15 C 0.64675 0.64698 -2.02373  H16 1.086, H17 1.085, H18 1.085, H19 1.123
16 H 0.27864 0.80853 -3.03275  C15 1.086
17 H 1.69278 0.36220 -2.06636  C15 1.085
18 H 0.54218 1.56625 -1.45746  C15 1.085
19 H -0.00824 -0.11796 -1.52716  C15 1.123

Here are the natural (NBO) charges for atoms 1 to 5, given in e: N -0.858; C 0.887; O -0.693; O -0.704; H 0.395


Winner for stability: x


w | C3H12N2O2 | ωB97M-V/def2-TZVPD

Calculated values
HOMO   -0.34514 hartree
HOMO-LUMO gap   9.951 eV

Bonds (Å) are listed after each position.
Atoms and positions in Å:
1 C -0.04439 2.13006 -0.37371  C2 1.562, H6 1.191, H7 1.069, H8 1.092
2 C 0.13853 0.62619 0.00572  C1 1.562, N3 1.429, H9 1.154, H10 1.097
3 N -0.99817 -0.22767 -0.13617  C2 1.429, C4 1.271
4 C -1.05827 -1.46277 0.15749  N3 1.271, N5 1.416, H11 1.113
5 N -0.07413 -2.32649 0.69535  C4 1.416, H12 1.034, H13 1.020
6 H -1.02339 2.62825 0.08579  C1 1.191
7 H -0.09969 2.26508 -1.43255  C1 1.069
8 H 0.78458 2.74321 -0.01490  C1 1.092
9 H 0.48739 0.68665 1.10434  C2 1.154
10 H 0.95846 0.21165 -0.59432  C2 1.097
11 H -1.96501 -2.10094 0.05911  C4 1.113
12 H 0.82016 -2.29903 0.17624  N5 1.034
13 H -0.38265 -3.23996 1.02888  N5 1.020
14 O 3.42991 -1.24325 0.26794  H15 0.954, H16 0.963
15 H 3.91576 -1.87638 0.79079  O14 0.954
16 H 2.91276 -0.65033 0.82245  O14 0.963
17 O -2.88058 1.62132 -0.87935  H18 0.955, H19 0.903
18 H -2.91425 0.66788 -0.92517  O17 0.955
19 H -2.00702 1.84654 -0.83790  O17 0.903

Here are the natural (NBO) charges for atoms 1 to 5, given in e: C -0.632; C -0.253; N -0.510; C 0.310; N -0.875


x | C3H12N2O2 | ωB97M-V/def2-TZVPD

Calculated values
HOMO   -0.28835 hartree
HOMO-LUMO gap   8.599 eV

Bonds (Å) are listed after each position.
Atoms and positions in Å:
1 C -0.77350 0.50488 -1.45581  C2 1.531, H6 1.091, H7 1.086, H8 1.092
2 C 0.13254 -0.44972 -0.67321  C1 1.531, N3 1.431, C4 1.337
3 N 1.04145 -1.27020 -1.41299  C2 1.431, H9 1.018, H10 1.016
4 C 0.02052 -0.58502 0.65213  C2 1.337, N5 1.428, H11 1.081
5 N 1.06144 -1.23449 1.38243  C4 1.428, H12 1.021, H13 1.024
6 H -0.48703 1.53075 -1.22135  C1 1.091
7 H -1.81455 0.25109 -1.27868  C1 1.086
8 H -0.51782 0.43249 -2.51486  C1 1.092
9 H 1.96211 -0.91689 -1.66676  N3 1.018
10 H 0.57151 -1.50021 -2.28433  N3 1.016
11 H -0.81565 -0.10830 1.14359  C4 1.081
12 H 0.63201 -1.86880 2.05797  N5 1.021
13 H 1.50950 -1.89368 0.73990  N5 1.024
14 O 3.23572 0.27859 -0.38487  H15 0.969, H16 0.963
15 H 2.59212 0.30879 0.33862  O14 0.969
16 H 4.00741 0.63875 0.06577  O14 0.963
17 O -4.48760 2.15352 1.55753  H18 0.957, H19 0.969
18 H -3.97913 2.86306 1.94896  O17 0.957
19 H -4.69019 1.50353 2.24718  O17 0.969

Here are the natural (NBO) charges for atoms 1 to 5, given in e: C -0.655; C 0.097; N -0.882; C -0.068; N -0.840


Winner for stability: x


w | C3H6NO | ωB97M-V/def2-TZVPD

Calculated values
HOMO (spin up / spin down)   -0.01736 / -0.01702 hartree
HOMO-LUMO gap (spin up / spin down)   4.638 / 4.627 eV
Total charge   -1

Bonds (Å) are listed after each position.
Atoms and positions in Å:
1 C -0.93927 -1.12417 0.00409  C2 1.332, H6 1.186, H7 0.994
2 C -0.08481 -0.25305 0.53738  C1 1.332, C3 1.456, H8 1.012
3 C 0.52419 0.89707 -0.11468  C2 1.456, H9 1.047, H10 1.170, H11 1.189
4 N 3.88538 -0.73963 -0.31062  O5 1.268
5 O 3.43062 0.40361 -0.00280  N4 1.268
6 H -1.39277 -2.05474 0.58374  C1 1.186
7 H -1.12217 -0.96830 -0.96027  C1 0.994
8 H 0.06661 -0.48098 1.51169  C2 1.012
9 H 0.23940 1.80246 0.32806  C3 1.047
10 H 0.23948 0.68776 -1.22957  C3 1.170
11 H 1.67913 0.78422 0.14281  C3 1.189

Here are the natural (NBO) charges for atoms 1 to 5, given in e: C -0.458; C -0.116; C -0.710; N -0.342; O -0.596


x | C3H6NO | ωB97M-V/def2-TZVPD

Calculated values
HOMO   -0.05137 hartree
HOMO-LUMO gap   5.883 eV
Total charge   -1

Bonds (Å) are listed after each position.
Atoms and positions in Å:
1 C -0.83359 0.81937 -0.18485  C2 1.540, H6 1.185, H7 1.020, H8 1.135
2 C 0.49674 0.26023 0.35151  C1 1.540, C3 1.517, N4 1.711, H9 0.999
3 C 1.09442 -1.07687 -0.04239  C2 1.517, N4 1.519, H10 1.124, H11 1.116
4 N 1.94804 0.07827 -0.53699  C2 1.711, C3 1.519, O5 1.292
5 O 3.04340 0.42821 0.05170  N4 1.292
6 H -0.90833 0.40197 -1.29161  C1 1.185
7 H -0.68748 1.82469 -0.27670  C1 1.020
8 H -1.79528 0.49870 0.32501  C1 1.135
9 H 0.68685 0.60980 1.26756  C2 0.999
10 H 1.51394 -1.66832 0.81640  C3 1.124
11 H 0.47930 -1.65615 -0.77198  C3 1.116

Here are the natural (NBO) charges for atoms 1 to 5, given in e: C -0.615; C -0.246; C -0.338; N -0.100; O -0.740


Winner for stability: x


w | C4H7ClN2 | ωB97M-V/def2-TZVPD

Calculated values
HOMO (spin up / spin down)   -0.22659 / -0.34264 hartree
HOMO-LUMO gap (spin up / spin down)   6.948 / 6.893 eV
⟨S²⟩   2.0066
Spin multiplicity   3

Bonds (Å) are listed after each position.
Atoms and positions in Å:
1 C -0.36599 1.61498 -1.38060  N5 1.416, N6 1.257, Cl7 1.660
2 C 0.33162 -0.65216 1.63858  C4 1.485, H8 1.201, H9 1.067, H10 1.178
3 C 0.62833 -1.45743 -0.71724  C4 1.335, H11 0.993, H12 1.001
4 C -0.14382 -1.18764 0.33792  C2 1.485, C3 1.335, H14 1.153
5 N -0.92105 1.83685 -0.09649  C1 1.416, N6 1.571, H13 0.955
6 N 0.51511 2.14258 -0.65577  C1 1.257, N5 1.571
7 Cl -0.80777 1.17831 -2.91949  C1 1.660
8 H -0.54889 -0.57228 2.45181  C2 1.201
9 H 0.82539 0.27214 1.43967  C2 1.067
10 H 1.22426 -1.28399 2.07568  C2 1.178
11 H 0.30534 -1.70627 -1.62273  C3 0.993
12 H 1.61620 -1.61669 -0.73440  C3 1.001
13 H -1.37157 2.67537 -0.01705  N5 0.955
14 H -1.28716 -1.24379 0.20011  C4 1.153

Here are the natural (NBO) charges for atoms 1 to 5, given in e: C 0.047; C -0.668; C -0.409; C -0.159; N -0.362


x | C4H7ClN2 | ωB97M-V/def2-TZVPD

Calculated values
HOMO (spin up / spin down)   -0.17099 / -0.35779 hartree
HOMO-LUMO gap (spin up / spin down)   5.436 / 6.034 eV
⟨S²⟩   2.0156
Spin multiplicity   3

Bonds (Å) are listed after each position.
Atoms and positions in Å:
1 C -0.25086 0.49728 1.28766  C2 1.547, N5 1.248, H8 1.180
2 C -0.57122 0.51165 -0.22567  C1 1.547, C4 1.601, N6 1.415, H9 1.151
3 C 1.69685 0.31106 0.31629  N5 1.393, N6 1.393, Cl7 1.921, H10 1.092
4 C -1.43231 -0.76969 -0.64839  C2 1.601, H11 1.034, H12 1.076, H13 1.098
5 N 0.97745 0.44425 1.50173  C1 1.248, C3 1.393
6 N 0.76521 0.56230 -0.68885  C2 1.415, C3 1.393, H14 1.038
7 Cl 2.37525 -1.48159 0.18582  C3 1.921
8 H -0.99639 0.52390 2.20199  C1 1.180
9 H -1.00664 1.56059 -0.41510  C2 1.151
10 H 2.62595 0.88237 0.26738  C3 1.092
11 H -1.30324 -1.58734 -0.02813  C4 1.034
12 H -1.37028 -1.09100 -1.67358  C4 1.076
13 H -2.47203 -0.45340 -0.48916  C4 1.098
14 H 0.96226 0.08961 -1.59201  N6 1.038

Here are the natural (NBO) charges for atoms 1 to 5, given in e: C -0.085; C -0.167; C -0.016; C -0.599; N -0.465


Winner for stability: x